(1)
The following is a quantum chemistry calculation of a structure of composition C28H19F10N4Ru at a distorted geometry, from OMol25.

Properties
LUMO energy (alpha / beta) = -0.85 / -0.94 eV
frontier orbital gap (alpha / beta) = 0.2352 / 0.2324 hartree
multiplicity = 2
⟨S²⟩ = 0.770

Structure (XYZ):
```
62
Properties=species:S:1:pos:R:3:lowdin_spin:R:1
Ru 0.616 -0.098 0.038 0.9976
C 3.720 1.070 0.413 0.0002
N 3.091 -0.206 0.076 -0.0054
C 3.550 -0.688 -1.226 0.0005
C 2.755 0.003 -2.328 0.0009
N 1.373 -0.352 -2.141 0.0284
C 0.495 -0.046 -3.093 0.0027
C -0.722 -0.778 -3.119 0.0018
F -0.825 -1.781 -2.216 -0.0003
C -1.737 -0.542 -4.014 -0.0001
F -2.865 -1.266 -3.962 -0.0001
C -1.588 0.451 -4.985 0.0005
F -2.547 0.664 -5.897 0.0001
C -0.414 1.203 -4.999 -0.0001
F -0.266 2.184 -5.899 0.0000
C 0.598 0.961 -4.092 0.0021
F 1.683 1.764 -4.145 0.0003
C 3.312 -1.210 1.112 0.0006
C 2.700 -0.801 2.449 0.0005
N 1.383 -0.236 2.266 0.0101
C 0.681 0.063 3.357 0.0009
C -0.572 0.719 3.216 0.0037
F -0.900 1.118 1.965 0.0124
C -1.447 0.981 4.245 -0.0004
F -2.614 1.586 3.991 -0.0004
C -1.112 0.616 5.549 0.0040
F -1.961 0.819 6.568 0.0012
C 0.138 0.043 5.762 -0.0005
F 0.520 -0.279 7.005 -0.0005
C 1.009 -0.206 4.718 0.0034
F 2.205 -0.736 5.066 0.0009
H 4.762 0.925 0.729 -0.0001
H 3.163 1.558 1.213 -0.0001
H 3.714 1.728 -0.454 0.0001
H 3.342 -1.760 -1.297 -0.0003
H 4.629 -0.525 -1.362 -0.0003
H 3.109 -0.337 -3.312 -0.0010
H 2.891 1.091 -2.279 0.0014
H 4.390 -1.400 1.260 -0.0003
H 2.836 -2.139 0.773 0.0003
H 3.353 -0.078 2.955 0.0005
H 2.662 -1.697 3.081 0.0000
C -2.302 -3.530 0.512 0.0011
C -3.448 -2.948 -0.013 -0.0006
C -3.436 -1.605 -0.332 0.0009
C -2.287 -0.840 -0.103 -0.0012
N -1.195 -1.426 0.423 -0.0047
C -1.202 -2.719 0.720 -0.0009
C -2.219 0.587 -0.463 0.0010
C -3.403 1.321 -0.561 -0.0047
C -3.382 2.654 -0.920 0.0112
C -2.181 3.273 -1.222 -0.0047
C -0.993 2.558 -1.119 0.0009
C -0.988 1.235 -0.706 -0.0614
H -2.266 -4.579 0.750 0.0001
H -4.339 -3.534 -0.177 -0.0001
H -4.303 -1.157 -0.791 0.0000
H -0.295 -3.111 1.168 0.0000
H -4.346 0.862 -0.305 -0.0009
H -4.308 3.210 -0.961 0.0007
H -2.162 4.309 -1.531 -0.0007
H -0.057 3.054 -1.357 -0.0010
```

---

(2)
The following is a quantum chemistry calculation of the molecule C4H7NO2 at a distorted geometry, from OMol25.

Properties
LUMO energy = 0.82 eV
frontier orbital gap = 0.4069 hartree
multiplicity = 1
SMILES = C[C@H]1CNC(=O)O1

Structure (XYZ):
```
14
Properties=species:S:1:pos:R:3:lowdin_charge:R:1
C -0.320 1.682 -0.223 -0.0592
C -0.809 0.234 -0.311 -0.3402
C 0.557 -0.740 -0.832 -0.1469
N 1.049 -1.354 0.377 0.0371
C 0.049 -0.962 1.580 -0.2771
O 0.247 -0.951 2.755 0.1463
O -1.180 -0.279 0.932 -0.0420
H 0.565 1.698 0.424 0.0871
H -1.038 2.403 0.188 0.0814
H -0.026 2.026 -1.222 0.0799
H -1.533 0.039 -1.112 0.1289
H 1.220 0.029 -1.241 0.0906
H 0.228 -1.455 -1.609 0.1073
H 0.992 -2.370 0.293 0.1068
```

---

(3)
The following is a quantum chemistry calculation of a structure of composition C11H33ClMnO5SSi4Te, from OMol25.

Properties
net charge = +2
LUMO energy (alpha / beta) = -7.67 / -7.66 eV
frontier orbital gap (alpha / beta) = 0.2634 / 0.2581 hartree
multiplicity = 4
⟨S²⟩ = 3.774

Structure (XYZ):
```
57
Properties=species:S:1:pos:R:3:lowdin_spin:R:1
Mn 0.360 2.814 1.055 2.9342
O 0.550 3.266 3.192 0.0258
Cl -0.248 4.358 2.628 0.0027
O -0.748 5.259 3.554 0.0027
O -1.309 3.627 1.859 -0.0084
O 0.592 4.933 1.583 0.0264
C 4.289 3.619 -0.507 -0.0005
S 3.367 3.244 0.975 0.0014
C 4.435 2.006 1.697 0.0007
O 2.164 2.415 0.430 0.0206
H 4.400 2.712 -1.098 0.0000
H 5.260 4.014 -0.212 -0.0001
H 3.739 4.379 -1.057 0.0000
H 5.374 2.487 1.969 0.0000
H 4.604 1.202 0.982 0.0000
H 3.947 1.637 2.597 0.0000
C 1.136 -0.617 2.324 0.0054
Si 0.846 -1.938 1.027 0.0008
C 2.446 -2.576 0.284 0.0006
C -0.297 -3.305 1.609 -0.0001
Si -0.288 -0.969 -0.869 0.0003
Te -0.919 1.433 -0.779 -0.0150
Si -0.674 -1.946 -3.043 -0.0016
C -2.034 -1.003 -3.914 -0.0003
C -1.069 -3.746 -2.719 -0.0004
C 1.012 -1.660 -3.815 -0.0003
Si -3.067 0.527 0.494 0.0000
C -3.170 -1.238 -0.155 0.0007
C -2.706 0.584 2.319 0.0006
C -4.411 1.645 -0.122 -0.0003
H 1.937 -0.947 2.991 0.0003
H 0.255 -0.437 2.939 0.0001
H 1.459 0.327 1.878 0.0037
H 3.032 -3.047 1.078 0.0001
H 3.056 -1.777 -0.142 0.0000
H 2.282 -3.329 -0.488 0.0000
H 0.238 -3.912 2.345 0.0000
H -0.610 -3.975 0.807 0.0000
H -1.187 -2.915 2.105 0.0000
H -3.030 -1.347 -3.631 0.0000
H -1.932 -1.178 -4.988 0.0000
H -1.975 0.075 -3.760 -0.0004
H -2.021 -3.868 -2.199 0.0000
H -0.290 -4.246 -2.141 0.0000
H -1.153 -4.273 -3.672 -0.0001
H 1.252 -0.599 -3.905 0.0000
H 1.000 -2.071 -4.828 -0.0001
H 1.819 -2.158 -3.275 0.0000
H -2.306 -1.852 0.145 0.0001
H -3.298 -1.277 -1.237 0.0000
H -4.031 -1.747 0.289 0.0002
H -2.176 -0.312 2.647 0.0000
H -3.657 0.620 2.859 0.0001
H -2.138 1.463 2.618 0.0005
H -4.484 1.633 -1.210 -0.0001
H -4.254 2.674 0.205 0.0000
H -5.369 1.311 0.284 0.0000
```

---

(4)
The following is a quantum chemistry calculation of a structure of composition C20H17Cl2N3OPdS, from OMol25.

Properties
net charge = -2
LUMO energy = 4.13 eV
frontier orbital gap = 0.1970 hartree
multiplicity = 1

Structure (XYZ):
```
45
Properties=species:S:1:pos:R:3:lowdin_charge:R:1
Pd -2.697 0.212 2.817 0.2957
Cl 6.989 -3.947 -4.375 0.5871
C 5.346 -4.526 -4.182 -0.6094
C 4.928 -5.574 -4.985 -0.1850
C 3.654 -6.073 -4.887 -0.6442
Cl 3.175 -7.406 -5.933 0.5782
C 2.738 -5.526 -3.961 -0.2018
C 1.412 -5.986 -3.806 -0.0657
C 0.593 -5.397 -2.884 -0.0877
C 1.098 -4.340 -2.110 -0.1683
N 2.323 -3.885 -2.227 0.1207
C 3.156 -4.447 -3.128 -0.1425
C 4.531 -3.879 -3.200 -0.4662
O 4.903 -2.934 -2.495 -0.0549
H 5.620 -6.000 -5.700 0.0882
H 1.062 -6.803 -4.422 0.0714
H -0.427 -5.732 -2.746 0.0892
H 0.464 -3.858 -1.370 0.0928
C -3.569 1.891 1.790 -0.2710
C -3.172 3.066 2.553 -0.3694
C -1.973 3.763 2.282 -0.0998
C -1.567 4.851 3.033 -0.1443
C -2.332 5.317 4.100 -0.1597
C -3.526 4.657 4.380 -0.1433
C -3.936 3.570 3.629 -0.0954
H -3.191 1.905 0.766 0.0072
H -4.653 1.737 1.792 0.0055
H -1.343 3.403 1.476 0.0974
H -0.631 5.344 2.786 0.0857
H -2.010 6.165 4.691 0.0712
H -4.147 4.995 5.204 0.0822
H -4.860 3.061 3.884 0.0945
C 0.282 -1.150 1.405 -0.0760
N 0.252 -0.105 2.396 -0.1674
C 1.011 1.057 2.354 -0.0955
C 0.641 1.834 3.382 -0.1404
N -0.329 1.145 4.103 0.0216
C -0.706 -0.015 3.402 -0.9332
S -1.543 -1.386 4.087 0.3917
H 1.236 -1.115 0.881 0.0864
H -0.537 -1.038 0.688 0.0762
H 0.172 -2.116 1.895 0.0580
H 1.771 1.203 1.607 0.1068
H 0.992 2.805 3.681 0.0964
H -1.043 1.613 4.637 0.1169
```

---

(5)
The following is a quantum chemistry calculation of a structure of composition C4H6N2O, from OMol25.

Properties
LUMO energy = 0.37 eV
frontier orbital gap = 0.2905 hartree
multiplicity = 1

Structure (XYZ):
```
13
Properties=species:S:1:pos:R:3:lowdin_charge:R:1
N -1.779 0.822 -0.036 0.0717
C -0.388 0.552 -0.047 -0.3879
C 0.027 -0.828 0.178 -0.4083
O -0.704 -1.958 0.300 0.0979
N 1.360 -0.848 -0.047 0.0852
C 1.760 0.474 -0.320 -0.1796
C 0.741 1.399 -0.337 -0.0693
H -2.158 0.637 -0.961 0.0969
H -1.911 1.816 0.136 0.0875
H -1.633 -1.679 0.346 0.1188
H 1.947 -1.648 0.134 0.1579
H 2.829 0.624 -0.460 0.0874
H -0.129 0.008 1.163 0.2416
```

---

(6)
The following is a quantum chemistry calculation of a structure of composition C33H26Br2CrN2O5P at a distorted geometry, from OMol25.

Properties
net charge = -1
LUMO energy (alpha / beta) = 2.37 / 2.29 eV
frontier orbital gap (alpha / beta) = 0.1955 / 0.2201 hartree
multiplicity = 5
⟨S²⟩ = 6.055

Structure (XYZ):
```
70
Properties=species:S:1:pos:R:3:lowdin_spin:R:1
Cr 1.246 -1.305 0.416 2.5875
Br 1.268 -2.625 2.477 0.0330
C 3.176 -2.639 2.546 0.0263
Br 3.622 -1.638 0.994 0.0812
H 3.553 -3.656 2.465 0.0025
H 3.529 -2.132 3.442 0.0020
O 2.489 0.580 3.575 0.0124
C 1.804 0.618 2.528 0.0094
O 2.115 0.049 1.427 0.0384
C 0.526 1.456 2.581 0.0001
C 0.530 2.579 3.425 0.0001
C -0.569 3.424 3.528 0.0002
C -1.708 3.159 2.783 -0.0003
C -1.742 2.046 1.948 -0.0007
C -0.645 1.171 1.831 -0.0056
P -0.760 -0.312 0.740 0.0158
C -1.481 0.400 -0.796 0.0114
C -2.829 0.307 -1.146 0.0068
C -3.305 0.852 -2.340 -0.0008
C -2.437 1.504 -3.203 0.0074
C -1.090 1.616 -2.872 0.0100
C -0.623 1.067 -1.678 0.0834
C -2.063 -1.366 1.449 0.0055
C -2.505 -2.482 0.720 0.0012
C -3.467 -3.350 1.234 0.0006
C -3.995 -3.130 2.501 0.0015
C -3.549 -2.050 3.252 0.0008
C -2.585 -1.184 2.734 0.0026
H 1.425 2.788 4.007 0.0001
H -0.527 4.284 4.187 0.0000
H -2.571 3.812 2.851 -0.0001
H -2.652 1.857 1.386 0.0000
H -3.538 -0.186 -0.488 0.0008
H -4.357 0.764 -2.590 -0.0001
H -2.805 1.928 -4.131 0.0007
H -0.406 2.123 -3.533 0.0017
H 0.438 1.156 -1.409 0.0266
H -2.086 -2.688 -0.259 0.0000
H -3.787 -4.206 0.649 0.0000
H -4.734 -3.811 2.911 0.0001
H -3.932 -1.886 4.254 0.0001
H -2.228 -0.377 3.368 0.0000
O 0.659 5.959 -2.932 -0.0007
C 0.549 5.350 -1.731 -0.0017
O 0.245 5.974 -0.738 -0.0017
C 0.815 3.887 -1.704 -0.0034
C 0.556 3.215 -0.482 0.0018
C 0.786 1.863 -0.361 -0.0001
C 1.311 1.089 -1.484 0.0578
C 1.571 1.780 -2.691 -0.0035
C 1.329 3.155 -2.792 0.0079
N 1.524 -0.273 -1.240 0.1670
C 1.960 -1.103 -2.138 0.2678
C 2.169 -2.521 -1.812 0.0567
C 2.647 -3.393 -2.790 0.0723
C 2.830 -4.720 -2.442 0.0085
C 2.534 -5.133 -1.143 0.0992
C 2.065 -4.193 -0.241 -0.0135
N 1.875 -2.898 -0.543 0.1196
H 0.811 5.391 -3.696 0.0000
H 0.183 3.762 0.379 -0.0001
H 0.603 1.367 0.567 0.0003
H 1.971 1.268 -3.557 0.0001
H 1.577 3.623 -3.738 0.0004
H 2.196 -0.809 -3.168 0.0191
H 2.871 -3.051 -3.792 0.0022
H 3.200 -5.434 -3.171 -0.0021
H 2.667 -6.165 -0.841 0.0080
H 1.822 -4.470 0.779 -0.0022
O -0.072 -2.033 -0.262 0.1776
```

---

(7)
The following is a quantum chemistry calculation of a structure of composition C43H31N7ReS2 at a distorted geometry, from OMol25.

Properties
net charge = +2
LUMO energy (alpha / beta) = -6.16 / -6.32 eV
frontier orbital gap (alpha / beta) = 0.2587 / 0.2607 hartree
multiplicity = 4
⟨S²⟩ = 3.771

Structure (XYZ):
```
84
Properties=species:S:1:pos:R:3:lowdin_spin:R:1
Re 0.808 0.186 -0.547 2.3441
C 4.070 -1.133 -2.928 0.0153
C 5.080 -0.988 -1.971 0.0078
C 4.932 -0.105 -0.921 0.0079
C 3.738 0.599 -0.766 0.0218
N 2.689 0.281 -1.575 0.0448
C 2.862 -0.507 -2.671 0.0186
N 3.671 1.631 0.136 0.0325
C 2.656 2.434 0.177 0.0128
N 1.363 2.071 -0.174 0.0625
C 0.555 3.203 -0.082 0.0093
N -0.703 3.316 -0.396 0.0212
C -1.314 2.467 -1.257 0.0160
C -2.644 2.766 -1.645 0.0071
C -3.256 2.008 -2.615 0.0051
C -2.506 1.013 -3.276 0.0101
C -1.237 0.755 -2.821 0.0072
N -0.679 1.402 -1.789 0.0384
C 1.389 4.336 0.390 0.0015
C 1.085 5.672 0.443 0.0002
C 2.130 6.521 0.718 0.0008
C 3.440 6.066 0.857 0.0018
C 3.754 4.718 0.735 -0.0003
C 2.679 3.865 0.537 0.0031
H 4.140 -1.784 -3.793 0.0005
H 6.012 -1.550 -2.070 0.0002
H 5.741 0.097 -0.215 0.0002
H 1.975 -0.707 -3.267 0.0065
H -3.170 3.577 -1.167 0.0003
H -4.289 2.189 -2.900 0.0001
H -2.890 0.454 -4.128 0.0004
H -0.641 -0.034 -3.245 0.0033
H 0.077 6.028 0.320 0.0000
H 1.942 7.600 0.857 0.0000
H 4.233 6.777 1.068 0.0001
H 4.776 4.354 0.803 -0.0001
S 1.877 -0.857 3.784 0.0151
C 1.047 0.654 3.962 0.0025
C 0.874 1.382 5.131 0.0016
C 0.117 2.536 5.060 0.0001
C -0.473 2.907 3.851 0.0011
C -0.340 2.166 2.693 0.0021
C 0.453 1.026 2.748 0.0077
N 0.726 0.107 1.698 0.0573
C 1.465 -0.878 2.129 0.0288
C 1.887 -1.951 1.243 0.0189
C 2.469 -3.106 1.711 0.0008
C 2.783 -4.125 0.820 0.0172
C 2.413 -3.989 -0.514 -0.0014
C 1.811 -2.821 -0.968 0.0182
C 1.613 -1.745 -0.119 0.0059
H 1.330 1.067 6.066 0.0001
H -0.012 3.147 5.948 0.0000
H -1.099 3.805 3.838 0.0001
H -0.855 2.485 1.792 0.0011
H 2.719 -3.222 2.754 0.0001
H 3.234 -5.057 1.148 0.0009
H 2.601 -4.833 -1.182 -0.0005
H 1.521 -2.805 -2.002 0.0009
N -0.812 -1.122 -0.846 0.0855
S -1.409 -2.412 -0.062 0.0184
C -2.838 -1.722 0.713 0.0046
C -3.839 -1.067 0.002 0.0010
C -4.966 -0.651 0.678 0.0000
C -5.048 -0.885 2.040 0.0012
C -4.050 -1.510 2.758 0.0001
C -2.912 -1.950 2.073 0.0020
C -2.179 -3.389 -1.356 0.0039
C -1.882 -3.204 -2.708 0.0005
C -2.516 -4.041 -3.628 0.0001
C -3.362 -5.034 -3.197 -0.0002
C -3.669 -5.167 -1.834 0.0002
C -3.057 -4.352 -0.910 0.0005
H -1.577 -0.698 -1.340 0.0023
H -3.771 -0.930 -1.066 0.0000
H -5.800 -0.162 0.160 0.0000
H -5.932 -0.562 2.600 0.0001
H -4.151 -1.673 3.817 0.0000
H -2.088 -2.427 2.618 0.0001
H -1.121 -2.474 -3.014 0.0001
H -2.311 -3.907 -4.685 0.0000
H -3.767 -5.729 -3.900 0.0000
H -4.326 -5.946 -1.493 0.0000
H -3.250 -4.456 0.166 0.0000
```

---

(8)
The following is a quantum chemistry calculation of a cluster of 2 separate species, C15H29NO5 in total at a distorted geometry, from OMol25.

Properties
LUMO energy = 0.73 eV
frontier orbital gap = 0.3541 hartree
multiplicity = 1
SMILES = CC(=O)OCCCCC[C@H]1CCNC1=O.COCCOC

Structure (XYZ):
```
50
Properties=species:S:1:pos:R:3:lowdin_charge:R:1
C 2.757 -2.917 0.064 0.0255
C 3.609 -2.644 -1.142 -0.5364
O 3.469 -3.189 -2.212 0.1050
O 4.581 -1.726 -0.907 -0.0266
C 4.843 -0.830 -1.998 -0.1667
C 3.626 0.010 -2.393 -0.1700
C 2.900 0.614 -1.185 -0.1787
C 1.460 1.097 -1.451 -0.1768
C 0.654 0.245 -2.439 -0.1624
C -0.856 0.309 -2.171 -0.2326
C -1.659 -0.082 -3.419 -0.1391
C -1.570 -1.614 -3.405 -0.1767
N -1.621 -1.919 -1.969 0.0744
C -1.319 -0.780 -1.218 -0.4400
O -1.454 -0.694 -0.012 0.0720
H 1.934 -2.198 0.102 0.0838
H 3.352 -2.846 0.974 0.0920
H 2.330 -3.915 -0.021 0.0885
H 5.142 -1.433 -2.861 0.1212
H 5.700 -0.213 -1.726 0.1264
H 4.011 0.836 -2.998 0.1232
H 2.986 -0.628 -3.002 0.0951
H 2.891 -0.065 -0.332 0.0987
H 3.488 1.481 -0.864 0.1165
H 1.441 2.146 -1.762 0.1147
H 0.928 1.072 -0.493 0.1111
H 0.812 0.623 -3.454 0.1226
H 0.989 -0.796 -2.447 0.1120
H -1.156 1.317 -1.878 0.1509
H -2.694 0.264 -3.383 0.1185
H -1.262 0.286 -4.368 0.1144
H -0.611 -1.950 -3.817 0.1138
H -2.368 -2.104 -3.965 0.1126
H -1.159 -2.758 -1.650 0.1371
C -4.086 2.995 4.605 -0.1176
O -4.325 1.851 3.808 -0.1913
C -3.453 1.747 2.691 -0.2020
C -2.321 0.775 2.933 -0.2004
O -1.450 1.225 3.964 -0.1912
C -1.683 0.603 5.212 -0.1187
H -4.631 2.862 5.539 0.0876
H -3.024 3.117 4.829 0.0827
H -4.455 3.899 4.108 0.0868
H -3.052 2.731 2.428 0.1254
H -4.048 1.386 1.848 0.1259
H -1.732 0.684 2.019 0.1026
H -2.720 -0.215 3.173 0.1293
H -1.308 -0.427 5.208 0.0872
H -2.745 0.596 5.469 0.0828
H -1.140 1.170 5.968 0.0869
```